1.
The following is a quantum chemistry calculation of a structure of composition C52H46F5N8PS2Ti, from OMol25.

The geometry in XYZ format:
```
115
Properties=species:S:1:pos:R:3
H -3.09348 -2.33275 -2.58433
F 4.67517 -1.51486 -4.38237
C 0.01184 2.64514 1.02363
H -1.40383 -6.32075 -1.39401
N -2.70790 2.34137 0.52073
S 1.74677 2.49086 -1.91508
C -3.40871 2.16103 -2.19864
N 1.15719 -0.21393 1.41335
C -6.09508 -2.01481 1.05703
P -2.13033 -1.52393 -0.01349
C 3.93164 4.00714 -2.48705
H 0.62255 -3.59008 4.13711
C 6.02019 3.83716 -1.29744
C 1.09853 -2.60764 4.11359
C -1.91881 -1.42811 -4.10524
H -3.32932 1.45883 -3.03189
C -6.14854 -1.01685 -1.11104
H -2.30662 -5.60591 2.73177
C -0.41745 -0.26191 -1.95420
H -0.95630 2.43536 -3.46486
H -0.23942 5.96889 1.74417
H -2.47687 -1.89081 -4.91127
F 1.76564 -4.55044 -2.29907
C 3.39652 2.99117 -1.70097
H -1.09941 -0.57770 2.59718
H 2.16813 -2.73782 3.96973
H 2.73091 -0.27491 3.43761
S 3.47495 1.14134 0.25740
H -3.64374 1.49399 2.16785
H -1.74216 3.95739 -3.00667
C -3.66490 3.43018 0.40536
F 0.79814 -2.60967 -0.82189
H -0.76104 4.31992 -0.01085
C -2.13331 -3.87066 1.47654
C -1.87045 -6.12813 0.69432
C -2.12678 -5.23813 1.72773
H -3.54922 4.09048 1.26929
H -4.17692 -2.38568 1.88684
C -2.63417 1.76220 1.84917
C 4.17288 2.38804 -0.71169
C -1.55478 -1.10229 -1.71429
C 1.91027 2.86266 4.25709
H -1.45363 -3.91461 -1.83247
C 2.47197 1.63224 4.36604
C 0.02664 4.92903 1.88829
H -1.32734 -1.66899 3.97305
C -1.62492 -5.63682 -0.58166
N 8.47357 4.56988 -0.88290
N -2.07754 2.40334 -1.67750
H 0.93086 5.21738 3.79686
C -0.12778 -0.04454 -3.31954
H -7.91065 -1.55115 -0.00236
H -6.60426 -2.40907 1.92858
H -0.29890 3.41100 -2.14611
H -6.69796 -0.62725 -1.96135
C -4.75691 -1.01343 -1.13712
H -3.84819 3.08938 -2.57286
H -4.05197 1.74913 -1.43634
H 3.67816 -2.56132 0.11913
C -0.62618 -0.99671 3.47558
H -4.69302 3.06156 0.38447
H -2.03249 0.86569 1.81152
N -0.47926 1.80719 -0.03685
C 1.74837 -2.25860 -1.71375
N 0.54352 -1.75712 3.07314
N 6.16767 6.35253 -3.77531
C 0.67887 4.51868 3.00742
H -0.56058 -0.37215 -5.39106
C 3.70277 -1.76701 -3.50629
H -3.47842 4.00987 -0.49416
C 1.33702 0.87761 2.33606
C 0.78330 2.19097 2.14666
C -2.25992 -1.67233 -2.78927
C -1.20845 3.08233 -2.62709
C 3.46058 -2.08019 1.07269
C -0.85012 -0.58544 -4.36713
C -4.00201 -1.52440 -0.08376
H 0.71806 0.57926 -3.57574
C 5.76522 5.49700 -3.11964
C 2.16614 -0.93694 -1.78935
C -0.27741 3.98575 0.90034
H -2.20287 2.46369 2.57051
C -1.93026 -3.36216 0.19147
C 5.23619 4.43636 -2.29653
H 3.62205 -1.01517 0.96749
H 3.14817 1.39549 5.17868
C 7.38348 4.25642 -1.07420
Ti 1.10849 0.53067 -0.60714
H 4.15509 -2.47552 1.82154
H -0.36334 -0.19180 4.16786
H -2.30845 -3.18565 2.29711
C 1.10577 3.17747 3.13691
H -1.85754 -7.19517 0.88224
C 1.79638 -3.80040 1.54367
H 6.08940 2.36758 0.25570
C -6.82763 -1.52605 -0.01679
H -4.26353 -0.64734 -2.01681
N 2.09554 -2.37727 1.49423
C 5.48473 2.82503 -0.51714
C 2.19985 0.66913 3.38639
H 0.94050 -2.11990 5.07647
H 2.45556 -4.32404 2.24396
H 1.95516 -4.21662 0.54655
H 0.76177 -3.96739 1.81563
C -1.66296 -4.27050 -0.83292
H 3.32392 4.46877 -3.25592
C 3.18416 -0.75392 -2.71884
C -4.70796 -2.00574 1.02356
F 3.74889 0.43679 -2.93233
C 3.22344 -3.05285 -3.38495
C 1.26967 -1.43459 1.97852
C -1.72863 2.16084 -0.40570
C 2.23070 -3.30482 -2.46561
H 2.10961 3.63919 4.98754
F 3.72806 -4.03762 -4.12254
```

Calculated values
Largest force on an atom, eV/A: 1.7
Energy above the lowest of the compared OMol25 structures with the same formula, charge and spin, eV: 0.000
Frontier orbital gap, Ha: 0.2549

2.
The following is a quantum chemistry calculation of a structure of composition C52H46N4O6PS2Sr, from OMol25.

The geometry in XYZ format:
```
112
Properties=species:S:1:pos:R:3
C 5.62647 2.86351 -2.48767
C 3.40707 -6.42600 1.79251
C -3.68001 3.60473 -2.18855
Sr 0.16805 -0.03258 0.97644
H 3.51254 3.73324 6.46583
C 3.41353 -2.66549 -0.72883
H 2.18516 3.45872 -2.74158
C 1.40490 2.97788 -2.17079
C -3.08418 6.08014 -1.11744
P 1.81040 1.81645 3.27440
O 7.15416 2.86975 -4.27218
H 2.85253 4.68061 5.12674
N 1.67074 -1.22887 -0.45149
C -9.05311 -4.57464 1.61125
H -5.28163 6.66919 -4.36854
H 2.39297 -7.74232 -1.16681
H -3.94695 -2.90139 3.57725
C -5.91310 -3.62495 3.14881
H -9.45141 -3.63652 1.21234
H -6.05167 8.07525 -3.59629
C -2.00316 -4.12034 1.63691
H 4.59832 4.70729 5.45661
C 0.04791 -3.42290 0.97612
C -2.01888 -2.69007 1.26917
H -5.15644 4.61424 -3.36800
H -8.65256 -5.16291 0.78023
N 0.29684 1.39259 -0.92677
H -6.52761 6.42689 -3.12475
H -2.86261 7.05272 -0.69486
C 2.78306 -5.19250 1.69139
H 4.20992 2.77086 -0.88319
C -4.38559 4.72941 -2.61821
H -2.85134 -4.70614 1.95628
H -9.85695 -5.12854 2.09120
C -3.15489 -1.88700 1.18539
C 3.27406 -7.35217 0.76633
C -0.55576 2.44158 -1.16227
O -8.07924 -4.34716 2.60175
H 1.96932 5.12404 1.56406
C -4.45980 -2.51577 1.53783
H 4.74146 2.29026 4.79475
C 4.51597 2.35247 -1.83644
C -4.71430 -3.01106 2.81950
H 4.01124 -3.56386 -0.67412
S 2.87256 1.56425 1.63619
H 4.22348 -9.09266 -1.03361
C -2.67277 3.68410 -1.23521
C 2.64335 -0.58916 -1.15428
C 3.70279 4.07768 5.44800
C -2.40319 4.94581 -0.70398
C -0.74032 -4.55515 1.47643
S 0.48977 0.43752 3.80508
O 3.92658 -8.55143 0.94695
C 1.48643 1.64914 -1.53868
C -4.07823 5.97331 -2.07990
C 0.43703 3.70063 2.01693
H 0.70177 3.04917 1.18275
C 2.56409 0.77535 -1.64896
H 3.65488 -0.07156 -3.99648
C 5.33116 1.24498 -4.23678
C 1.34295 -3.51334 0.49250
H 2.78540 -9.79780 -0.26224
H -7.46405 -3.31208 0.14977
C -3.21153 -0.51121 0.71956
H -0.23477 4.39105 -2.30240
H -5.31971 -2.25163 -0.39207
H -3.91589 2.63388 -2.60843
N -2.16907 0.21337 0.22891
C 4.21014 0.75345 -3.56550
C 3.75687 -1.46741 -1.32643
C 3.82246 -9.49026 -0.09661
C 0.16806 3.45516 -1.94514
C 6.03816 2.30867 -3.69275
H -6.09468 -4.00387 4.14726
H 6.19327 3.68538 -2.06689
O 1.09369 3.26867 3.22116
C 7.57431 2.32308 -5.49852
O -4.70737 7.14609 -2.43001
C -4.39060 0.29332 0.72203
C -2.65548 1.43951 -0.14079
H 2.88852 -4.46839 2.49122
C 2.01130 -4.85073 0.58094
C 3.88360 2.90275 4.50994
C 0.88710 5.10834 1.70766
H -4.67903 2.37349 0.03887
H 5.62591 0.79283 -5.17338
H 4.00181 -6.68605 2.65967
C -6.70281 -3.24127 0.91400
H 0.62898 5.79399 2.51898
H 1.30316 -5.53921 -1.30385
H 4.40668 -10.35677 0.20500
C -6.91192 -3.74112 2.19300
H -0.64156 3.63719 2.17652
H 4.69035 -1.22899 -1.81204
H 8.44789 2.89281 -5.80852
C -5.69157 7.06191 -3.43289
C 3.77251 1.28992 -2.36219
H -1.64244 5.03190 0.06143
N -0.76170 -2.31724 0.92271
C 2.10592 -2.49835 -0.19142
H 6.80061 2.40953 -6.26778
H 0.41994 5.45946 0.78523
H 7.85046 1.26883 -5.39895
C -5.48384 -2.63988 0.60595
H -0.36715 -5.55409 1.64879
C -4.03809 1.51627 0.18150
H -5.36044 0.00230 1.09675
C 2.51554 -7.03933 -0.35491
C 1.89691 -5.79053 -0.43264
O 2.71945 2.08295 4.58513
C -1.89346 2.48105 -0.80365
H 4.05037 3.24178 3.48670
```

Calculated values
Largest force on an atom, eV/A: 0.8
Charge: -2
Multiplicity: 2
Energy above the lowest of the compared OMol25 structures with the same formula, charge and spin, eV: 0.000
Frontier orbital gap (alpha / beta), Ha: 0.1292 / 0.1736

3.
The following is a quantum chemistry calculation of a structure of composition C52H47Br4CeF2N4OP, from OMol25.

The geometry in XYZ format:
```
112
Properties=species:S:1:pos:R:3
C 15.23234 14.09826 11.05638
C 7.03505 8.19333 14.21005
H 8.90763 9.53992 15.81721
C 11.20790 14.57933 16.56329
N 13.52692 11.88920 12.82000
H 10.71718 9.22544 10.17253
H 15.42938 12.68147 14.76020
N 11.48314 14.50317 12.67188
C 8.45952 11.96579 13.31143
C 9.25661 9.27964 14.79367
C 12.61127 14.73671 16.71973
C 17.34366 7.93832 12.27692
C 15.57318 10.14030 11.84173
C 16.61858 8.09927 11.07658
H 16.73763 7.38362 10.25217
H 12.64334 5.58659 13.66886
C 12.12430 16.86648 17.81327
H 6.50048 7.69595 13.37576
C 13.69411 5.59861 13.44462
Ce 11.83839 12.37250 14.22780
F 6.45388 11.02297 12.52196
H 12.42388 7.87771 16.37975
H 14.22226 14.10326 10.63556
Br 14.53908 7.07532 14.42870
H 10.68004 10.34581 18.67723
C 11.54753 8.37658 16.91303
H 17.53010 8.84189 14.25177
C 11.56059 9.91043 16.74590
C 9.69331 12.53204 12.94613
C 16.30952 9.98849 13.02478
H 19.02558 13.84880 11.89064
H 13.75384 9.86219 16.81975
C 12.95520 10.40247 17.31089
C 11.23770 14.70446 10.26835
C 15.76334 12.86319 11.47594
C 10.77656 16.75775 17.50808
H 14.79636 16.95894 18.09726
N 13.45742 13.79423 16.19601
C 10.88989 14.10275 11.49114
C 14.77594 13.97010 16.33863
H 15.81832 12.04094 16.37859
H 12.45334 16.22297 9.44002
H 18.01872 16.09618 11.38370
H 11.76999 7.98054 10.83533
Br 13.86527 5.69361 11.51712
C 12.57588 11.51560 9.64986
C 14.84002 11.64890 8.92880
C 10.28740 15.50652 17.08761
H 11.01785 11.31491 8.14598
C 17.20143 8.94356 13.24975
H 10.63806 7.94016 16.50766
H 11.63446 8.03881 17.92676
H 9.45180 10.11631 17.45883
H 12.76181 11.84724 6.25194
H 13.12384 11.46860 17.15079
C 17.17092 12.77252 11.71050
H 11.85559 11.36741 10.41299
H 15.55055 16.23230 10.99247
H 10.13608 17.61320 17.72278
C 16.04258 15.23725 11.12530
Br 8.43055 15.28210 17.11814
H 12.95358 10.31979 18.43264
O 10.70707 13.48820 15.92455
C 10.62870 9.64828 14.45495
C 13.89547 11.51379 9.94840
C 7.60420 11.66753 12.30430
H 15.06024 12.03630 6.79076
H 16.68297 13.41187 15.66588
H 16.22532 10.78673 13.78214
C 15.28115 15.16636 16.95001
C 8.94610 8.47024 12.55338
H 16.35431 15.30138 17.00601
H 13.41736 17.00145 11.58967
H 6.41002 9.08388 14.45331
H 15.90098 11.59060 9.19766
H 12.81177 15.67034 13.67110
C 13.05251 15.90374 17.36307
C 11.12146 9.31784 13.18207
H 10.92576 14.30758 9.30646
F 9.35012 12.87759 9.36693
C 7.90213 11.89265 10.92898
C 15.70546 12.94578 15.79870
H 8.27844 8.08985 11.80889
H 12.19544 9.59733 12.97056
C 8.41538 8.66322 13.87237
C 14.38020 11.76207 7.61652
C 9.87444 13.06839 11.70761
C 12.14628 15.74842 10.34844
H 7.09138 7.59842 15.14496
C 15.65122 9.08458 10.91727
C 10.70354 8.38880 10.83449
C 12.67628 16.16112 11.54322
C 13.02373 11.68530 7.28812
C 12.32867 15.50290 12.67970
H 14.29764 4.74918 13.71428
H 8.29939 11.61856 14.31614
C 14.43898 16.07054 17.56291
N 11.45466 10.31061 15.34015
C 17.38943 15.19760 11.39982
H 18.05631 7.13825 12.39831
C 10.44343 10.53836 17.66397
H 17.58827 11.83492 11.89033
C 12.11187 11.53933 8.31330
H 10.46603 11.61350 17.50585
Br 12.48255 18.47450 18.77271
H 9.98250 7.64940 10.40470
H 7.25068 11.56037 10.09220
C 10.25798 8.75797 12.20155
C 9.04579 12.62510 10.67978
H 14.90283 9.00516 10.13770
C 17.95726 13.93132 11.69706
P 14.52905 11.54691 11.66428
```

Calculated values
Largest force on an atom, eV/A: 3.6
Energy above the lowest of the compared OMol25 structures with the same formula, charge and spin, eV: 0.000
Frontier orbital gap (alpha / beta), Ha: 0.2403 / 0.2403

4.
The following is a quantum chemistry calculation of a structure of composition C52H47CdN4O3S4, from OMol25.

The geometry in XYZ format:
```
111
Properties=species:S:1:pos:R:3
H -0.31846 1.26050 -8.12957
H 2.55197 -0.80759 5.45277
C 2.64694 1.63082 -6.50990
C 2.13319 4.05182 -3.38699
C 3.09813 4.95312 -3.79891
N -0.62611 2.39484 4.10459
O -0.41294 2.71741 -2.54450
C 3.41685 0.01542 -0.49788
C 3.57752 5.51807 -1.51922
C 2.61143 4.61689 -1.08763
H 1.59458 -1.84845 -4.29575
H -1.44827 2.87307 3.76529
H -3.36648 -2.35511 -2.59531
N -0.19676 -5.20428 5.84718
C -0.89042 -0.63305 3.94186
H -4.53781 -4.12805 1.89052
C 0.00585 0.82825 -6.03898
H 3.27703 5.09472 -4.85930
H -2.73112 -0.25078 -4.33599
N 1.29216 1.27643 3.64386
C 1.27088 -3.38128 6.37189
C -0.74241 0.00238 -3.49988
H -2.62055 -3.53934 -0.41925
H -4.69685 -2.77902 0.74240
C 0.62910 1.46503 6.08783
C -1.05184 -3.22570 6.89467
C 0.95633 0.80132 -4.99318
H 4.61096 7.16849 -4.24161
C 3.34962 -0.99703 -1.49184
Cd -0.78148 -0.62410 0.86017
H 2.66357 1.87902 0.19449
S 0.44312 -1.02650 7.58035
C 2.59680 1.09699 -0.55408
C -7.06207 0.18131 -1.27832
H 5.82924 6.08820 -3.57666
S -0.17952 1.92621 1.51110
C -0.85367 0.05957 5.27803
C -2.74712 -2.91797 1.65403
C -0.70960 1.64288 5.36977
C 1.91168 3.88047 -2.02675
H 3.01311 1.22689 -4.45598
H 4.14213 -0.08296 0.30195
C 1.75202 1.34300 5.05189
H -2.35764 -4.45188 3.12043
H 2.64738 1.94373 5.17456
H -2.17229 -4.98190 6.36832
H 0.84306 2.03365 6.98868
C 3.84080 5.69056 -2.87415
H 2.28148 -2.99630 6.39783
H -2.59466 1.50920 -0.90752
C 0.17710 1.88519 3.16627
O -0.83883 -2.17718 -2.02782
S -1.12187 -0.72157 -1.91562
C 0.20936 -2.65000 6.88960
C 1.37371 -0.23220 3.60154
C -1.33069 0.43869 -5.77387
C -2.16857 -3.77674 0.54135
H -1.89976 -2.70001 7.31461
C 1.67030 1.23238 -1.61974
C 1.71863 -0.20534 5.11304
H -7.48496 -0.57546 -0.61513
H -2.31338 -4.83842 0.74993
H 2.40111 4.49920 -0.02958
H -1.48932 2.08411 5.98020
H 5.15901 7.37132 -2.57262
C -1.70915 0.04208 -4.52749
C 4.91555 6.63742 -3.33977
H 1.81903 -5.23764 5.44139
S 0.65251 2.72593 -1.50572
H 4.91498 -2.21085 -0.63528
H -5.02446 1.86607 -0.61398
C 2.32379 -1.91665 -3.49955
H -1.70436 -0.27442 5.86666
C 4.08951 -3.11884 -2.37762
H 2.00188 1.95004 -8.55317
H 3.66219 1.95425 -6.70188
C 2.41566 -0.87084 -2.54498
H -5.80472 -1.98397 -2.31238
O -2.53871 -1.52226 1.41680
C 2.28699 1.22537 -5.25965
C -3.30318 0.73938 -1.20359
C 0.55315 0.37531 -3.69790
H 3.04849 -3.80194 -4.14610
H -2.05360 0.45441 -6.58082
C -5.10191 -1.21574 -2.00894
C -5.58159 -0.02835 -1.45113
H 4.12411 6.10674 -0.79177
H -1.83827 -1.02569 3.57580
C -1.19962 -4.50305 6.36964
C -4.66628 0.94239 -1.05245
H 1.53920 3.49700 -4.10334
N 0.11941 -0.83341 3.18223
H 2.18118 -0.58191 2.96612
H -2.57851 -2.85136 3.82339
C 0.41344 1.24986 -7.33068
H -4.68767 -2.46173 2.48522
C -2.15096 -3.39180 2.97508
H -1.09223 -3.60657 0.44015
C -2.86271 -0.44350 -1.77248
H 4.73474 -3.98674 -2.33004
C 1.69948 1.63592 -7.56260
C 1.55956 0.28150 -2.59560
C -4.26366 -3.08812 1.69642
C 1.01245 -4.64297 5.85538
H -7.27804 1.16184 -0.85751
C 3.13685 -3.00896 -3.41473
H -1.06652 -3.25465 2.99321
C 0.48626 -0.08956 6.05504
C 4.19033 -2.13595 -1.43777
H -7.57948 0.09995 -2.23546
C -3.74587 -1.43092 -2.17561
```

Calculated values
Largest force on an atom, eV/A: 0.5
Charge: +1
Energy above the lowest of the compared OMol25 structures with the same formula, charge and spin, eV: 4.223
Frontier orbital gap, Ha: 0.2455